A molecular structure, C36H42B2BrN16SY. Source: the Open Molecules 2025 dataset; level of theory: ωB97M-V with the def2-TZVPD basis set.

Output
Net charge ... -1
Largest force on an atom ... 0.0490 hartree/bohr
Gap between HOMO and LUMO (spin up / spin down) ... 6.1 / 5.1 eV
E_HOMO (spin up / spin down) ... -0.1752 / -0.1599 Eh
2S+1 ... 2
Molar mass ... 921.35 g mol⁻¹
Energy ... -5333.63043 hartree
⟨S²⟩ ... 0.94

Positions of all 99 atoms, in Å:
Y (-0.720, 0.951, -1.514)
Br (-2.084, 2.473, -3.767)
S (-1.015, 3.887, -0.945)
N (1.080, -1.964, -2.724)
N (-0.913, -1.873, -0.512)
N (-2.789, -0.221, -2.188)
N (-3.742, 1.222, 0.331)
N (0.356, 1.972, 0.975)
N (-2.452, 0.962, 0.569)
N (-0.382, 5.369, 1.079)
N (0.172, 3.166, 1.389)
N (2.244, 0.086, -0.948)
N (1.417, -4.766, -1.414)
N (-0.103, 5.702, 2.340)
N (0.272, -2.494, -0.365)
N (-4.027, 0.233, -1.962)
N (2.191, -3.675, -1.340)
N (2.409, -1.223, -0.693)
N (0.505, -0.816, -3.144)
C (3.539, -5.377, -1.737)
C (1.672, -0.944, 2.758)
C (1.125, 1.217, 1.856)
C (2.806, 1.007, 3.566)
C (-1.070, -3.388, 1.132)
C (-1.233, 3.992, 3.654)
C (-1.452, 3.406, 4.880)
C (2.066, 1.799, 2.713)
C (-3.190, -2.100, 0.519)
C (0.070, 4.938, 5.910)
C (1.026, -2.063, -4.928)
C (-1.745, -2.423, 0.370)
C (0.293, 5.540, 4.688)
C (-2.898, -1.292, -2.978)
C (1.640, -7.171, -1.816)
C (3.411, 2.208, -0.354)
C (1.395, -2.728, -3.786)
C (-4.424, 1.289, 1.474)
C (-3.553, 1.053, 2.522)
C (-4.234, -1.529, -3.277)
C (0.206, -3.395, 0.631)
C (-0.793, 3.860, 6.013)
C (3.966, -0.171, 0.458)
C (-0.009, 0.230, -5.365)
C (-4.913, -0.529, -2.604)
C (3.192, 0.737, -0.279)
C (2.610, -0.365, 3.599)
C (0.482, -0.854, -4.477)
C (1.113, 2.368, -2.722)
C (-0.336, 5.056, 3.537)
C (-0.395, 4.134, 0.634)
C (-2.330, 0.845, 1.895)
C (2.201, -5.800, -1.653)
C (3.482, -4.015, -1.544)
C (0.942, -0.166, 1.884)
C (3.425, -1.402, 0.173)
B (1.487, -2.313, -1.280)
B (-4.363, 1.451, -1.071)
H (3.193, -0.982, 4.270)
H (1.500, 3.157, -2.092)
H (3.692, -2.373, 0.542)
H (-5.549, 1.485, -0.931)
H (0.690, 1.066, -5.375)
H (4.775, 0.064, 1.122)
H (-3.912, 2.456, -1.514)
H (-1.394, 0.616, 2.365)
H (-0.106, -0.157, -6.377)
H (-0.961, 3.385, 6.968)
H (0.865, -7.351, -1.074)
H (1.188, -7.280, -2.803)
H (0.642, 2.790, -3.598)
H (0.965, 6.385, 4.612)
H (0.575, 5.313, 6.789)
H (-2.030, -1.846, -3.279)
H (4.269, -3.287, -1.553)
H (2.477, 2.754, -0.241)
H (3.847, 2.474, -1.317)
H (-5.471, 1.525, 1.477)
H (1.132, -2.384, -5.945)
H (-3.361, -1.527, 1.431)
H (-0.974, 0.602, -5.033)
H (-1.471, -3.999, 1.916)
H (-5.963, -0.322, -2.550)
H (1.516, -2.012, 2.765)
H (0.202, 6.665, 2.404)
H (2.215, 2.868, 2.679)
H (1.858, -3.688, -3.692)
H (4.100, 2.514, 0.431)
H (3.542, 1.459, 4.214)
H (4.407, -5.983, -1.911)
H (-1.767, 3.637, 2.787)
H (-3.761, -3.026, 0.594)
H (-3.549, -1.531, -0.329)
H (2.425, -7.916, -1.711)
H (1.053, -3.990, 0.906)
H (-2.150, 2.588, 4.951)
H (1.877, 1.642, -2.967)
H (-4.648, -2.303, -3.893)
H (0.208, -0.604, 1.227)
H (-3.774, 1.021, 3.570)

Force components x, y, z for each atom (eV/Å):
Y -1.1 0.0 0.4
Br 0.3 -0.3 0.3
S 0.0 -1.1 -0.5
N 0.2 -0.3 -0.1
N -0.2 0.8 -0.5
N 0.5 0.0 0.0
N -0.4 -0.1 0.2
N -1.1 1.9 -1.1
N 0.6 0.0 -0.4
N 0.0 0.3 -0.1
N 1.3 -1.8 1.2
N -0.6 0.5 -0.3
N -0.6 -0.5 -0.2
N 0.6 0.5 -0.2
N 0.2 -0.5 0.5
N -0.3 0.0 0.0
N 0.4 0.0 0.2
N 0.5 -0.4 0.2
N -0.6 0.9 0.2
C 0.0 0.2 -0.1
C 0.1 -0.1 0.1
C 0.6 -0.6 1.1
C 0.0 -0.1 0.1
C 0.2 0.1 -0.1
C 0.0 0.2 -0.1
C 0.0 0.0 0.0
C -0.1 0.1 -0.2
C 0.0 0.2 -0.1
C -0.1 -0.1 0.1
C 0.0 0.0 0.3
C 0.0 -0.1 0.2
C 0.0 0.0 -0.3
C 0.0 0.1 0.0
C -0.1 0.1 0.0
C -0.1 -0.1 -0.1
C 0.0 0.1 -0.3
C 0.0 0.0 0.2
C 0.0 0.0 0.0
C 0.0 0.0 0.0
C -0.1 0.1 0.2
C 0.0 0.0 0.2
C 0.0 0.0 -0.2
C -0.1 0.0 0.1
C 0.0 -0.2 -0.2
C 0.2 -0.3 0.2
C 0.0 -0.1 0.0
C 0.1 -0.3 -0.1
C 1.3 1.5 -0.8
C -0.2 -0.4 0.7
C -0.5 0.1 -1.2
C 0.0 0.1 0.0
C 0.1 0.3 0.1
C 0.2 -0.1 -0.1
C -0.1 0.5 -0.1
C 0.1 0.1 0.0
B -0.4 0.4 0.0
B 0.3 0.2 0.0
H 0.0 0.0 0.0
H -0.1 0.0 0.1
H 0.0 -0.2 0.0
H -0.3 0.0 0.0
H -0.1 0.1 0.0
H 0.1 0.0 0.1
H 0.1 0.2 -0.2
H 0.2 0.0 0.0
H 0.0 0.0 -0.1
H 0.0 0.0 0.1
H 0.0 -0.1 0.0
H 0.0 -0.1 0.0
H -0.5 -0.1 0.1
H 0.1 0.1 0.0
H 0.0 0.0 0.1
H 0.2 0.0 0.0
H 0.1 0.2 0.0
H 0.0 0.1 0.0
H 0.0 0.1 0.0
H -0.1 0.0 -0.1
H 0.0 -0.1 -0.1
H -0.1 0.1 0.0
H 0.0 0.1 -0.1
H -0.1 -0.1 0.1
H -0.2 0.1 0.1
H 0.0 -0.1 0.0
H -0.2 -0.2 0.0
H 0.0 0.0 0.0
H 0.1 -0.2 0.2
H 0.0 0.0 0.1
H 0.1 0.1 0.1
H 0.2 0.0 0.0
H -0.1 -0.1 -0.1
H 0.0 0.0 0.0
H -0.1 0.1 0.0
H 0.0 -0.1 0.0
H 0.1 -0.1 0.0
H -0.1 -0.1 0.0
H -0.3 -0.7 0.3
H 0.0 -0.1 -0.1
H -0.1 -0.2 -0.1
H 0.0 0.0 0.2

Here are the Mulliken charges for atoms 1 to 6, given in e: 0.246, -0.529, -0.283, 0.469, 0.560, 1.873